1.
120
Properties=species:S:1:pos:R:3 method="wB97M-V/def2-TZVPD" e_lumo_ev="-6.37 / -6.82" total_charge=+2 multiplicity=3 s2=2.016 orbital_gap_ev="6.961 / 6.507" e_tot_ha=-5249.6013 e_homo_ha="-0.490 / -0.490"
W -0.076 0.208 0.076
C 4.687 1.795 1.036
C 3.991 0.498 1.472
C 4.810 -0.161 2.591
C 3.784 -0.504 0.344
C 4.841 -0.762 -0.526
C 4.737 -1.734 -1.507
C 3.589 -2.505 -1.599
C 2.507 -2.295 -0.748
C 1.321 -3.241 -0.747
C 1.568 -4.347 0.288
C 1.005 -3.849 -2.110
C 2.600 -1.253 0.182
N 1.425 -0.864 0.920
C 1.420 -1.096 2.296
O 2.049 -1.935 2.885
C 0.571 -0.072 2.998
C 0.535 0.170 4.356
C -0.211 1.255 4.809
C -0.871 2.080 3.900
C -0.781 1.770 2.559
N -0.091 0.708 2.145
C -1.316 2.583 1.415
O -1.996 3.563 1.578
N -0.856 2.081 0.205
C -0.928 2.953 -0.942
C -1.871 2.671 -1.939
C -1.857 3.451 -3.090
C -0.950 4.489 -3.240
C -0.058 4.782 -2.224
C -0.031 4.030 -1.051
C 0.913 4.451 0.067
C 2.328 4.779 -0.434
C 0.353 5.675 0.803
C -2.965 1.643 -1.717
C -4.117 2.302 -0.949
C -3.479 0.988 -2.995
H 4.602 2.547 1.821
H 5.751 1.633 0.860
H 4.272 2.223 0.118
H 3.017 0.778 1.886
H 5.804 -0.411 2.218
H 4.930 0.529 3.428
H 4.342 -1.075 2.952
H 5.765 -0.206 -0.419
H 5.565 -1.917 -2.179
H 3.545 -3.299 -2.331
H 0.438 -2.681 -0.424
H 2.444 -4.935 0.009
H 1.738 -3.936 1.283
H 0.709 -5.019 0.330
H 1.777 -4.553 -2.424
H 0.069 -4.406 -2.051
H 0.895 -3.090 -2.888
H 1.092 -0.473 5.025
H -0.256 1.475 5.867
H -1.428 2.955 4.206
H -2.573 3.258 -3.876
H -0.957 5.086 -4.142
H 0.616 5.622 -2.333
H 0.990 3.632 0.793
H 2.353 5.760 -0.910
H 3.033 4.808 0.397
H 2.697 4.070 -1.178
H 0.281 6.517 0.113
H -0.638 5.484 1.209
H 1.021 5.965 1.616
H -2.565 0.845 -1.077
H -4.520 3.133 -1.532
H -4.921 1.585 -0.775
H -3.788 2.701 0.010
H -4.052 1.691 -3.600
H -2.670 0.591 -3.612
H -4.160 0.173 -2.741
C 4.308 2.040 -2.722
C 3.165 1.150 -3.036
N 3.031 0.475 -4.132
N 1.857 -0.202 -3.999
C 1.256 0.033 -2.847
S -0.211 -0.603 -2.257
N 2.069 0.901 -2.217
N 1.763 1.383 -0.938
H 5.220 1.449 -2.642
H 4.159 2.580 -1.791
H 4.435 2.762 -3.527
H 1.541 -0.813 -4.737
H 1.551 2.380 -1.002
H 2.577 1.221 -0.340
C -6.253 0.283 1.513
C -6.107 -0.700 0.546
C -4.850 -1.217 0.258
C -3.743 -0.740 0.950
C -3.888 0.243 1.924
C -5.145 0.754 2.204
As -1.992 -1.476 0.618
C -1.691 -2.784 1.995
C -1.532 -2.587 3.355
C -1.346 -3.689 4.178
C -1.331 -4.967 3.633
C -1.526 -5.160 2.273
C -1.714 -4.066 1.438
C -2.012 -4.133 -0.010
C -2.139 -5.298 -0.757
C -2.495 -5.225 -2.097
C -2.733 -3.999 -2.705
C -2.601 -2.825 -1.974
C -2.236 -2.904 -0.640
H -7.234 0.682 1.733
H -6.972 -1.073 0.015
H -4.746 -1.993 -0.490
H -3.031 0.600 2.483
H -5.261 1.518 2.962
H -1.573 -1.596 3.789
H -1.221 -3.554 5.243
H -1.186 -5.823 4.278
H -1.545 -6.166 1.874
H -1.980 -6.265 -0.298
H -2.602 -6.137 -2.669
H -3.029 -3.957 -3.744
H -2.803 -1.871 -2.447

2.
127
Properties=species:S:1:pos:R:3 method="wB97M-V/def2-TZVPD" e_lumo_ev=-3.50 total_charge=+1 multiplicity=1 orbital_gap_ev=7.556 e_tot_ha=-6233.4160 e_homo_ha=-0.406
C 2.702 -3.761 -3.086
C 3.778 -3.775 -4.192
C 4.793 -2.657 -3.953
C 4.243 -1.301 -4.407
C 5.312 -0.221 -4.235
C 5.062 1.028 -5.053
C 3.960 1.920 -4.448
C 4.545 2.652 -3.238
C 3.645 3.648 -2.502
S 3.082 4.954 -3.738
C 1.664 4.615 -4.765
O 2.749 6.090 -2.915
O 4.148 5.155 -4.673
N 4.449 4.428 -1.571
Br 5.957 5.321 -2.161
C 4.527 3.962 -0.194
C 5.501 4.766 0.681
O 5.209 5.838 1.143
N 6.738 4.142 0.990
C 6.751 3.671 2.328
O 5.978 2.886 2.819
F 7.733 4.209 3.025
C 3.167 4.203 0.407
N 2.096 3.965 -0.632
C 0.798 3.748 0.088
C -0.346 4.579 -0.505
O -0.415 5.752 -0.250
C 2.474 2.971 -1.705
C 1.238 2.704 -2.569
C 0.234 1.610 -2.140
C 0.161 0.466 -3.159
C -0.513 1.004 -4.432
C -0.774 -0.598 -2.555
C 2.850 1.581 -1.159
O 3.034 0.653 -1.921
N 2.952 1.374 0.262
C 3.647 0.189 0.571
O 3.144 -0.790 1.060
F 4.941 0.287 0.317
H 2.000 -2.967 -3.310
H 2.205 -4.713 -2.990
H 3.184 -3.487 -2.156
H 3.279 -3.571 -5.130
H 4.279 -4.732 -4.205
H 5.094 -2.613 -2.914
H 5.676 -2.843 -4.559
H 3.901 -1.381 -5.431
H 3.416 -1.091 -3.737
H 6.257 -0.658 -4.535
H 5.402 -0.022 -3.171
H 4.815 0.795 -6.080
H 5.977 1.615 -5.088
H 3.165 1.237 -4.176
H 3.678 2.617 -5.224
H 5.391 3.179 -3.652
H 4.971 1.943 -2.544
H 1.693 3.619 -5.183
H 0.714 4.767 -4.279
H 1.743 5.318 -5.579
H 4.847 2.921 -0.165
H 6.956 3.400 0.339
H 3.044 3.537 1.243
H 3.067 5.232 0.721
H 2.001 4.869 -1.118
H 0.536 2.711 0.201
H 0.898 4.129 1.093
H -1.097 4.087 -1.136
H 1.580 2.424 -3.549
H 0.713 3.639 -2.725
H -0.755 2.049 -2.161
H 0.352 1.201 -1.141
H 1.142 0.070 -3.387
H 0.235 1.482 -5.059
H -1.023 0.224 -4.976
H -1.227 1.780 -4.187
H -0.619 -1.576 -2.982
H -0.679 -0.599 -1.476
H -1.791 -0.290 -2.758
H 2.060 1.354 0.734
C -4.956 -2.310 2.386
C -6.270 -2.707 2.606
C -7.229 -2.514 1.627
C -6.881 -1.915 0.424
C -5.566 -1.496 0.209
C -4.605 -1.705 1.191
C -5.181 -0.814 -1.056
O -4.035 -0.453 -1.251
C -6.236 -0.577 -2.079
C -5.912 0.104 -3.246
C -6.878 0.321 -4.213
C -8.173 -0.148 -4.022
C -8.504 -0.823 -2.860
C -7.541 -1.033 -1.882
C -7.923 -1.734 -0.624
O -9.052 -2.143 -0.459
H -4.210 -2.471 3.153
H -6.543 -3.169 3.545
H -8.250 -2.827 1.792
H -3.585 -1.393 1.017
H -4.903 0.463 -3.393
H -6.624 0.855 -5.119
H -8.926 0.017 -4.781
H -9.510 -1.186 -2.705
C -4.769 -7.401 7.517
C -4.537 -7.555 8.879
C -3.891 -6.559 9.591
C -3.465 -5.408 8.941
C -3.679 -5.263 7.568
C -4.341 -6.259 6.862
C -3.194 -4.058 6.842
O -3.386 -3.930 5.650
C -2.459 -3.018 7.615
C -1.949 -1.910 6.951
C -1.276 -0.929 7.658
C -1.115 -1.046 9.034
C -1.616 -2.150 9.701
C -2.281 -3.143 8.995
C -2.787 -4.340 9.726
O -2.645 -4.439 10.925
H -5.281 -8.178 6.965
H -4.862 -8.453 9.386
H -3.713 -6.671 10.651
H -4.515 -6.139 5.803
H -2.080 -1.821 5.882
H -0.877 -0.069 7.138
H -0.594 -0.275 9.586
H -1.490 -2.248 10.770

3.
121
Properties=species:S:1:pos:R:3 method="wB97M-V/def2-TZVPD" e_lumo_ev="-3.67 / -3.64" total_charge=+1 multiplicity=4 s2=3.794 orbital_gap_ev="6.273 / 6.388" e_tot_ha=-10108.2406 e_homo_ha="-0.365 / -0.369"
Re 1.752 0.254 -0.177
O 1.536 4.941 -0.680
C 0.992 5.136 0.530
C 0.637 6.436 0.892
C 0.121 6.701 2.141
C -0.019 5.679 3.075
C 0.340 4.396 2.740
C 0.812 4.097 1.458
C 1.204 2.730 1.151
O 1.424 2.334 -0.067
N 1.442 1.944 2.169
N 2.025 0.779 1.836
C 2.754 0.274 2.799
C 3.806 -0.656 2.621
C 4.506 -1.163 3.730
C 5.613 -1.952 3.564
C 6.065 -2.259 2.277
C 5.409 -1.782 1.172
C 4.270 -0.957 1.302
O 3.748 -0.460 0.228
H 1.715 3.989 -0.797
H 0.792 7.221 0.170
H -0.160 7.710 2.400
H -0.393 5.895 4.063
H 0.272 3.598 3.460
H 2.629 0.725 3.781
H 4.149 -0.915 4.719
H 6.135 -2.342 4.422
H 6.943 -2.872 2.145
H 5.758 -1.985 0.171
C 0.148 -3.622 -0.383
C -1.248 -3.323 0.121
As -1.855 -1.426 0.018
C -3.684 -1.981 0.536
C -4.451 -2.847 -0.233
C -5.700 -3.263 0.194
C -6.196 -2.836 1.414
C -5.435 -1.991 2.202
C -4.191 -1.569 1.764
C -2.043 -1.274 -1.925
C -3.218 -1.080 -2.540
C -3.373 -1.116 -3.977
C -2.333 -1.312 -4.784
C -0.936 -1.330 -4.270
C -0.772 -1.285 -2.723
As 1.568 -2.293 0.064
C 3.012 -3.306 -0.778
C 3.828 -2.690 -1.719
C 4.859 -3.383 -2.330
C 5.064 -4.717 -2.029
C 4.237 -5.351 -1.117
C 3.216 -4.653 -0.496
C 1.623 -2.660 1.974
C 0.649 -2.033 2.748
C 0.565 -2.272 4.107
C 1.461 -3.138 4.712
C 2.452 -3.741 3.956
C 2.535 -3.504 2.592
H 0.155 -3.792 -1.465
H 0.509 -4.555 0.070
H -1.307 -3.570 1.188
H -1.974 -3.959 -0.394
H -4.075 -3.211 -1.182
H -6.287 -3.921 -0.430
H -7.170 -3.159 1.747
H -5.815 -1.652 3.155
H -3.607 -0.892 2.372
H -4.121 -0.970 -1.954
H -4.376 -1.063 -4.370
H -2.454 -1.412 -5.851
H -0.363 -2.130 -4.745
H -0.061 -2.036 -2.356
H 3.669 -1.645 -1.950
H 5.502 -2.878 -3.036
H 5.864 -5.259 -2.506
H 4.389 -6.394 -0.885
H 2.579 -5.165 0.216
H -0.038 -1.336 2.271
H -0.194 -1.774 4.691
H 1.386 -3.338 5.769
H 3.171 -4.394 4.427
H 3.329 -3.962 2.015
C -3.098 2.746 -2.813
Si -1.702 3.513 -1.736
C -0.118 3.553 -2.820
C -2.160 5.298 -1.254
C -1.580 2.398 -0.235
Si -2.727 2.325 1.245
C -1.913 1.299 2.637
C -3.241 4.023 1.935
C -4.320 1.473 0.598
H -3.097 3.172 -3.810
H -4.068 2.943 -2.372
H -2.997 1.669 -2.910
H 0.331 4.539 -2.792
H -0.331 3.327 -3.860
H 0.633 2.848 -2.479
H -1.697 6.009 -1.931
H -1.827 5.540 -0.251
H -3.231 5.463 -1.293
H -0.870 1.568 -0.278
H -0.961 1.727 2.934
H -1.721 0.282 2.295
H -2.543 1.252 3.520
H -2.392 4.578 2.319
H -3.955 3.902 2.746
H -3.716 4.630 1.172
H -4.071 0.597 0.001
H -4.882 2.155 -0.028
H -4.968 1.160 1.409
Br 3.862 1.094 -2.393
C 2.196 0.547 -3.117
C 2.144 0.458 -4.550
C 0.991 0.161 -5.161
C -0.257 0.064 -4.374
C -0.092 0.101 -2.836
N 1.251 0.245 -2.282
H 3.071 0.597 -5.085
H 0.940 0.005 -6.228
H -0.959 0.822 -4.732
H -0.701 0.889 -2.379

4.
123
Properties=species:S:1:pos:R:3 method="wB97M-V/def2-TZVPD" e_lumo_ev="-0.55 / -0.55" total_charge=0 multiplicity=2 s2=0.774 orbital_gap_ev="3.508 / 4.841" e_tot_ha=-4897.1750 e_homo_ha="-0.149 / -0.198"
Ca -0.167 0.064 -0.721
S -1.379 -0.518 1.528
C -2.484 0.864 1.354
N -2.691 1.698 2.507
C -3.998 2.293 2.578
C -4.205 3.131 1.341
N -3.968 2.349 0.137
C -4.887 2.635 -0.950
C -4.700 4.054 -1.467
C -5.684 5.027 -1.339
C -5.449 6.342 -1.747
C -4.219 6.694 -2.286
C -3.228 5.720 -2.429
C -3.471 4.414 -2.023
C -3.127 1.190 0.191
S -2.822 0.329 -1.342
C -2.001 1.492 3.772
C -1.625 2.821 4.413
C -0.913 3.765 3.671
C -0.618 5.014 4.202
C -1.026 5.339 5.495
C -1.714 4.400 6.250
C -2.013 3.147 5.707
H -4.051 2.936 3.456
H -4.789 1.535 2.646
H -3.535 3.995 1.396
H -5.231 3.511 1.318
H -5.927 2.494 -0.625
H -4.682 1.935 -1.743
H -6.647 4.757 -0.913
H -6.227 7.092 -1.635
H -4.030 7.716 -2.593
H -2.265 5.984 -2.859
H -2.704 3.647 -2.134
H -1.103 0.930 3.559
H -2.601 0.900 4.474
H -0.601 3.504 2.663
H -0.069 5.742 3.609
H -0.809 6.318 5.908
H -2.028 4.641 7.262
H -2.561 2.417 6.297
I 2.401 1.325 1.241
C 3.959 0.688 -0.005
C 4.947 1.667 -0.188
C 5.916 1.478 -1.152
C 5.847 0.358 -1.976
C 4.866 -0.643 -1.795
C 4.805 -1.756 -2.685
C 3.890 -2.798 -2.471
C 3.084 -2.796 -1.359
C 3.081 -1.718 -0.396
C 3.922 -0.554 -0.690
H 4.941 2.569 0.417
H 6.701 2.218 -1.280
H 6.571 0.226 -2.777
H 5.493 -1.787 -3.524
H 3.868 -3.648 -3.155
H 2.500 -3.684 -1.143
C -1.750 -2.577 -5.328
N -2.585 -3.144 -4.182
C -2.292 -4.632 -4.044
N -0.896 -4.866 -3.874
C -0.132 -4.271 -4.983
N -0.372 -2.834 -5.106
C 0.193 -2.089 -3.952
P -0.504 -2.601 -2.273
C -2.272 -2.415 -2.892
C -0.390 -4.436 -2.548
H -1.947 -1.511 -5.369
H -2.091 -3.057 -6.242
H -3.571 -3.012 -4.390
H -2.658 -5.112 -4.947
H -2.844 -4.986 -3.180
H -0.423 -4.759 -5.913
H 0.927 -4.441 -4.809
H 0.000 -1.020 -4.082
H 1.268 -2.220 -3.951
H -2.459 -1.361 -3.054
H -2.950 -2.752 -2.115
H -0.951 -4.938 -1.759
H 0.654 -4.739 -2.459
O 0.665 1.348 -2.178
N 0.935 2.544 -1.704
C 2.116 3.096 -1.978
C 2.459 4.325 -1.444
C 1.578 4.990 -0.627
C 0.375 4.392 -0.335
C 0.068 3.159 -0.880
H 2.762 2.499 -2.610
H 3.431 4.740 -1.678
H 1.833 5.959 -0.212
H -0.346 4.860 0.322
H -0.877 2.644 -0.689
C 4.091 -6.776 1.041
C 2.721 -6.545 1.089
C 2.242 -5.240 1.223
C 3.118 -4.145 1.312
C 4.493 -4.406 1.272
C 4.976 -5.702 1.138
Si 2.431 -2.383 1.233
C 2.758 -1.610 2.893
C 4.040 -1.248 3.324
C 4.237 -0.692 4.584
C 3.153 -0.498 5.438
C 1.871 -0.849 5.021
C 1.675 -1.400 3.757
H 4.470 -7.786 0.925
H 2.025 -7.377 1.008
H 1.163 -5.063 1.249
H 5.201 -3.580 1.329
H 6.047 -5.877 1.089
H 0.954 -2.593 1.120
H 4.896 -1.387 2.663
H 5.236 -0.402 4.898
H 3.308 -0.074 6.425
H 1.022 -0.685 5.679
H 0.665 -1.652 3.431
C -2.445 -4.027 1.238
O -2.223 -3.217 0.076
H -3.459 -3.901 1.627
H -1.737 -3.780 2.035
H -2.308 -5.076 0.959
H -2.117 -2.275 0.398